ORCA calculation (ωB97M-V with the def2-TZVPD basis set) on a 19-piece molecular cluster, C88H116Cl8F9O7P overall at a distorted geometry.

Each line ends with the Mulliken charge.
CARTESIAN COORDINATES (ANGSTROEM)
C 26.8003 -23.7576 10.6733  -0.026
C 28.0383 -23.3996 11.3906  0.580
C 27.7036 -22.4517 12.5631  0.067
C 27.3652 -20.9617 12.2025  0.155
P 26.0918 -19.9513 13.0173  0.645
C 24.5271 -20.9444 13.0463  1.437
C 23.6063 -20.7271 11.7467  -0.262
C 22.3127 -21.6679 11.7342  -0.476
C 22.6229 -23.0826 11.3429  -0.985
C 26.4682 -19.6698 14.7515  -0.744
C 27.7472 -18.8857 15.0034  -0.046
C 28.0868 -18.7627 16.4763  0.210
C 29.4634 -18.0570 16.6120  -0.783
C 25.7688 -18.4191 12.2691  -1.423
C 24.9031 -17.3843 12.9543  -0.079
C 24.8923 -16.0513 12.1017  -0.097
C 24.2637 -14.8805 12.7230  -1.286
H 26.9121 -24.3288 9.7517  0.325
H 26.1542 -22.8890 10.5455  -0.241
H 26.3060 -24.3154 11.4687  -0.174
H 28.7802 -22.9109 10.7591  -0.504
H 28.4982 -24.2704 11.8579  0.165
H 28.6007 -22.3868 13.1788  0.602
H 27.0108 -22.8302 13.3147  -1.076
H 26.9408 -21.0898 11.2067  0.234
H 28.2956 -20.3953 12.2449  0.188
H 24.0101 -20.7574 13.9875  -0.309
H 24.7729 -22.0052 13.0960  -0.529
H 24.2590 -20.8997 10.8910  -0.092
H 23.2778 -19.6930 11.6429  0.372
H 21.4721 -21.2384 11.1893  0.323
H 21.9269 -21.4732 12.7348  0.013
H 23.3029 -23.6294 11.9962  -0.158
H 23.0201 -23.1628 10.3310  0.383
H 21.7108 -23.6780 11.3834  0.422
H 26.5646 -20.6469 15.2249  0.446
H 25.6393 -19.1274 15.2062  0.088
H 27.5882 -17.9181 14.5275  -0.487
H 28.6611 -19.1986 14.4984  0.208
H 28.1705 -19.7739 16.8744  0.206
H 27.3676 -18.2753 17.1346  0.072
H 29.7870 -17.8959 17.6403  0.315
H 29.5796 -17.0643 16.1771  -0.094
H 30.2125 -18.6779 16.1206  0.170
H 25.3179 -18.6568 11.3057  0.551
H 26.6962 -17.9735 11.9093  0.759
H 25.2390 -17.0823 13.9462  0.039
H 23.8807 -17.7616 12.9754  0.051
H 24.3198 -16.2736 11.2011  0.295
H 25.9364 -15.7962 11.9204  0.283
H 23.2888 -15.1660 13.1180  0.470
H 24.0747 -14.1391 11.9466  0.380
H 24.8170 -14.5985 13.6188  -0.096
C 25.2910 -20.5464 8.0727  -0.091
O 26.0501 -19.6171 8.7906  -0.527
H 24.3448 -20.7469 8.5753  -0.042
H 25.0720 -20.1739 7.0720  0.165
H 25.7516 -21.4949 7.7967  -0.400
C 29.9198 -18.0208 11.3837  0.101
O 29.0512 -18.5171 10.4072  -0.629
H 30.8619 -18.5670 11.3361  -0.024
H 30.1573 -16.9641 11.2613  0.286
H 29.4663 -18.0778 12.3733  -0.458
C 27.4966 -14.3468 9.2586  -0.615
C 26.5779 -15.4745 8.7907  0.517
O 27.0223 -16.4262 7.8481  -0.923
H 27.0022 -13.4060 9.5008  0.041
H 28.1034 -13.9932 8.4250  0.491
H 28.2203 -14.7265 9.9798  -0.028
H 25.7082 -14.8837 8.5031  0.240
H 26.1158 -15.9733 9.6426  -0.633
C 32.4103 -26.6635 10.9876  0.265
Cl 33.1591 -26.7717 12.5832  -0.108
Cl 30.8753 -25.8384 11.1552  0.026
Cl 33.3878 -25.5703 9.9044  -0.079
Cl 32.1618 -28.3282 10.2898  -0.125
C 27.5108 -20.4035 20.3136  0.051
Cl 26.2110 -21.1330 19.4063  0.005
Cl 27.8403 -18.7045 19.8315  0.085
Cl 27.2802 -20.4057 22.0452  -0.118
Cl 29.0281 -21.3035 20.0919  -0.110
C 22.6849 -17.9653 6.0725  -0.792
C 21.8495 -17.5704 7.3802  0.290
O 21.0047 -16.7220 7.2748  -0.604
C 22.3636 -18.1450 8.7180  -0.565
H 23.0423 -18.9780 6.2590  0.208
H 23.4640 -17.2653 5.7704  0.268
H 21.9074 -18.1700 5.3365  0.353
H 23.4188 -17.9755 8.9322  0.144
H 22.2443 -19.2284 8.7020  0.264
H 21.8222 -17.7508 9.5780  0.427
C 27.2601 -22.8215 5.3544  -1.153
C 27.7859 -23.4093 6.6093  0.818
O 27.4138 -24.5182 6.8773  -0.626
C 28.7757 -22.5247 7.3315  -1.013
H 27.3754 -23.5129 4.5197  0.372
H 27.7404 -21.8498 5.2394  0.324
H 26.2116 -22.5293 5.4121  0.268
H 29.4443 -22.0828 6.5927  0.544
H 29.3823 -23.3025 7.7953  0.160
H 28.2878 -21.7807 7.9613  0.328
C 31.4589 -21.8543 10.5673  0.209
C 31.9527 -21.5862 9.2188  0.865
O 32.0277 -22.4729 8.3276  -0.647
C 32.3157 -20.1787 8.8806  -1.220
H 32.3303 -21.9343 11.2171  0.484
H 30.8415 -22.7521 10.5967  -0.305
H 30.8683 -20.9750 10.8244  -0.229
H 31.3860 -19.6096 8.8758  0.208
H 32.7221 -20.1308 7.8703  0.372
H 33.1981 -19.8433 9.4255  0.385
C 33.1318 -19.7990 18.0895  -0.689
C 33.6164 -20.7178 17.0283  0.711
O 34.8071 -21.1572 17.1682  -0.609
C 32.7507 -21.2112 15.8621  -0.914
H 32.0534 -19.9472 18.0335  0.104
H 33.3004 -18.7816 17.7364  0.219
H 33.4684 -19.9182 19.1193  0.370
H 32.2960 -20.2899 15.4982  0.220
H 31.9475 -21.8367 16.2517  0.282
H 33.2496 -21.7661 15.0675  0.312
F 23.9217 -31.0097 11.8747  -0.303
C 24.6796 -30.0767 11.3086  0.310
C 26.0546 -30.2243 11.2199  -0.457
C 26.8484 -29.1284 10.8256  -0.470
C 26.2566 -27.8715 10.4339  -0.651
C 24.8983 -27.7473 10.5527  -0.480
C 24.1050 -28.8154 10.9926  -0.323
H 26.5415 -31.1045 11.6132  0.382
H 27.9271 -29.1398 10.8785  0.448
H 26.8436 -27.0563 10.0373  0.518
H 24.4174 -26.8114 10.3093  0.558
H 23.0582 -28.5864 11.1275  0.453
F 18.1636 -20.5870 14.6328  -0.296
C 17.7339 -21.0700 13.3841  0.336
C 16.5637 -21.8241 13.3455  -0.466
C 16.1139 -22.3123 12.0992  -0.520
C 16.7998 -21.8524 10.9695  -0.203
C 17.8972 -20.9990 11.0227  -0.853
C 18.3823 -20.6639 12.2223  0.030
H 15.8723 -22.0962 14.1293  0.363
H 15.3604 -23.0229 11.7932  0.354
H 16.3982 -22.2842 10.0647  0.352
H 18.3085 -20.7249 10.0625  0.422
H 19.1329 -19.8883 12.2586  0.488
F 24.7534 -8.8217 11.8593  -0.308
C 25.8152 -9.6383 11.6345  0.202
C 25.6878 -11.0184 11.3035  -0.735
C 26.7198 -11.9128 11.5896  0.171
C 27.9734 -11.3822 11.8039  -0.260
C 28.2189 -10.0130 11.7143  -0.820
C 27.1299 -9.1839 11.7830  -0.231
H 24.6653 -11.3277 11.1449  0.363
H 26.5774 -12.9747 11.4533  0.292
H 28.7743 -12.1008 11.8973  0.603
H 29.2032 -9.6238 11.9290  0.339
H 27.1961 -8.1300 12.0098  0.347
F 23.1814 -15.0332 15.8684  -0.349
C 24.0948 -15.2331 16.8661  -0.099
C 23.9775 -16.2578 17.7729  0.047
C 24.8384 -16.3535 18.9124  -1.067
C 25.9641 -15.5452 18.9135  0.162
C 26.2207 -14.5827 17.9053  -0.511
C 25.2003 -14.4180 16.9661  -0.310
H 23.1251 -16.9008 17.6110  0.631
H 24.6170 -17.1994 19.5463  0.452
H 26.7557 -15.5469 19.6482  0.210
H 27.0856 -13.9401 17.8309  0.436
H 25.4048 -13.7081 16.1783  0.410
F 27.1926 -25.6318 13.9677  -0.321
C 26.1314 -24.9882 14.5434  0.340
C 24.8513 -25.1884 14.0443  -0.220
C 23.7866 -24.4797 14.6072  -0.388
C 23.9627 -23.4957 15.5400  -0.025
C 25.2571 -23.2211 16.0303  -0.168
C 26.3477 -23.9599 15.4789  -0.787
H 24.6183 -26.0134 13.3874  0.566
H 22.7579 -24.7113 14.3737  0.350
H 23.1199 -22.9134 15.8820  0.140
H 25.4980 -22.4867 16.7847  0.232
H 27.3757 -23.8838 15.8010  0.418
F 29.6865 -11.2037 15.1135  -0.453
C 29.5054 -12.4672 14.7615  0.178
C 28.2516 -13.0293 14.7894  -0.531
C 28.0194 -14.3881 14.4740  0.361
C 29.1591 -15.1143 14.0186  -0.414
C 30.4715 -14.6052 14.1064  -0.790
C 30.6025 -13.2642 14.4325  -0.547
H 27.3623 -12.5134 15.1201  0.376
H 27.0407 -14.8372 14.3913  0.291
H 29.0315 -16.0797 13.5516  0.527
H 31.3606 -15.1722 13.8733  0.513
H 31.5897 -12.8271 14.4072  0.441
F 20.3522 -25.5350 9.9496  -0.145
C 19.5553 -26.0595 9.0184  0.486
C 18.8214 -25.1731 8.2856  -0.454
C 18.0685 -25.7500 7.2588  -0.428
C 18.1494 -27.1431 6.9671  -0.529
C 18.9229 -28.0502 7.7332  -0.442
C 19.6119 -27.4335 8.8146  -0.495
H 18.7998 -24.1421 8.6065  0.534
H 17.4896 -25.1214 6.5984  0.354
H 17.5055 -27.6316 6.2507  0.331
H 19.1259 -29.0945 7.5473  0.393
H 20.1208 -28.0596 9.5325  0.374
F 31.1509 -15.7051 18.3445  -0.189
C 30.5906 -14.7935 19.1517  -0.069
C 29.8263 -15.2044 20.1807  0.171
C 29.0566 -14.2924 20.8924  -0.804
C 29.1135 -12.9608 20.4982  -0.124
C 29.8558 -12.4790 19.4321  -0.816
C 30.5178 -13.4777 18.6688  -0.218
H 29.8834 -16.2470 20.4564  0.524
H 28.4312 -14.5091 21.7457  0.396
H 28.5394 -12.1958 20.9999  0.316
H 29.7394 -11.4807 19.0369  0.416
H 31.0216 -13.1326 17.7780  0.416
F 23.3102 -18.7606 15.4477  -0.012
C 22.5835 -19.6029 16.1872  0.012
C 22.9823 -19.8743 17.4564  -0.003
C 22.3784 -20.8131 18.2525  -0.798
C 21.2589 -21.4223 17.7093  -0.755
C 20.8009 -21.1215 16.3880  -0.514
C 21.4785 -20.2464 15.5579  -0.432
H 23.8123 -19.2882 17.8224  0.653
H 22.6130 -20.8121 19.3067  0.502
H 20.5743 -22.0387 18.2731  0.372
H 19.9333 -21.6728 16.0567  0.444
H 21.0735 -20.0017 14.5871  0.485

Results
gap between HOMO and LUMO: 1.38 eV
E_tot: -8870.62489 Ha
HOMO: 0.8 eV
net charge: -2